No. 1
C58H48GeN10O3Sr | wB97M-V/def2-TZVPD

Element x y z (Å)
Sr: -0.1202 0.6149 0.6473
C: 1.3381 -4.8228 -5.3202
N: 0.1811 -4.0041 -5.0109
C: -0.7776 -4.2116 -4.0944
N: -1.7132 -3.2924 -4.1892
C: -1.2653 -2.5279 -5.2169
N: -0.1281 -2.9190 -5.7511
C: 2.7053 -4.2296 -5.0547
C: 3.7017 -5.0650 -4.5653
C: 5.0078 -4.6121 -4.4366
C: 5.3325 -3.3129 -4.7770
C: 4.3294 -2.4551 -5.2190
C: 3.0215 -2.9109 -5.3641
C: 4.6608 -1.0702 -5.5486
N: 5.8157 -0.5399 -5.7614
N: 5.5883 0.8006 -6.0434
C: 4.3147 0.9773 -5.9774
O: 3.6579 -0.1701 -5.6738
C: 3.5214 2.1941 -6.1452
C: 4.0635 3.3485 -6.7058
C: 3.2715 4.4757 -6.8314
C: 1.9581 4.4802 -6.3701
C: 1.4289 3.3464 -5.7789
C: 0.0591 3.3065 -5.1304
N: 0.1784 2.9858 -3.7089
C: -0.1000 1.8654 -3.0395
N: 0.3488 1.9590 -1.8023
C: 0.8583 3.2194 -1.7554
N: 0.7921 3.8703 -2.8913
C: 2.2087 2.2000 -5.6945
H: 1.2615 -5.0693 -6.3805
H: 1.2350 -5.7476 -4.7554
H: -0.7601 -5.0352 -3.3971
H: -1.8052 -1.6700 -5.5840
H: 3.4670 -6.0922 -4.3083
H: 5.7737 -5.2814 -4.0663
H: 6.3457 -2.9444 -4.6876
H: 2.2536 -2.2475 -5.7390
H: 5.0915 3.3416 -7.0443
H: 3.6864 5.3737 -7.2693
H: 1.3637 5.3832 -6.4385
H: -0.5423 2.5314 -5.6025
H: -0.4670 4.2555 -5.2014
H: -0.6010 1.0199 -3.4793
H: 1.2980 3.6496 -0.8683
H: 1.8079 1.3078 -5.2291
C: 0.1379 -1.5495 4.8874
C: 1.4504 -1.9818 5.0184
C: 2.2950 -1.9174 3.9218
C: 1.8333 -1.4083 2.7026
C: 0.5181 -0.9472 2.5261
C: -0.2984 -1.0455 3.6658
C: 2.7963 -1.3309 1.5717
C: 3.8050 -2.3324 1.4357
C: 4.7360 -2.2367 0.4541
C: 4.7022 -1.1382 -0.4362
C: 5.6681 -0.9249 -1.4450
C: 5.5925 0.1693 -2.2594
C: 4.5301 1.0861 -2.1108
C: 3.5831 0.8975 -1.1450
C: 3.6505 -0.2135 -0.2708
N: 2.7140 -0.3247 0.7178
H: -0.5358 -1.5968 5.7370
H: 1.8152 -2.3593 5.9656
H: 3.3290 -2.2276 4.0391
H: -1.3333 -0.7060 3.6035
H: 3.8005 -3.1715 2.1171
H: 5.5067 -2.9908 0.3376
H: 6.4777 -1.6374 -1.5538
H: 6.3485 0.3401 -3.0122
H: 4.4754 1.9499 -2.7631
H: 2.7681 1.5943 -1.0095
C: -3.8129 3.6972 0.1889
C: -3.2301 2.8150 -0.8151
N: -2.7716 2.1153 -1.6006
H: -4.3265 3.1028 0.9431
H: -4.5262 4.3753 -0.2753
H: -3.0231 4.2733 0.6702
O: -0.1967 2.6071 1.7786
C: -1.3489 2.2915 2.1959
O: -2.0798 1.4359 1.6192
C: -1.8742 2.9585 3.4524
C: -2.8660 2.1151 4.2565
Ge: -4.5944 1.5589 3.4994
C: -5.4212 0.5265 4.9648
C: -4.9213 -0.7327 5.3061
C: -5.4785 -1.4728 6.3393
C: -6.5531 -0.9637 7.0561
C: -7.0616 0.2860 6.7343
C: -6.4978 1.0231 5.6993
C: -4.7376 0.4059 1.9213
C: -3.9728 -0.7633 1.8639
C: -4.1329 -1.6721 0.8300
C: -5.0590 -1.4232 -0.1772
C: -5.8055 -0.2576 -0.1477
C: -5.6461 0.6491 0.8967
C: -5.7116 3.1618 3.2899
C: -5.2175 4.4287 3.6027
C: -6.0226 5.5583 3.5151
C: -7.3447 5.4371 3.1134
C: -7.8600 4.1835 2.8106
C: -7.0506 3.0591 2.9007
H: -2.3157 3.9097 3.1386
H: -1.0041 3.2010 4.0634
H: -3.1607 2.6645 5.1550
H: -2.3696 1.2066 4.6067
H: -4.0833 -1.1520 4.7590
H: -5.0745 -2.4473 6.5845
H: -6.9917 -1.5364 7.8637
H: -7.8980 0.6890 7.2922
H: -6.9068 1.9996 5.4646
H: -3.2184 -0.9523 2.6189
H: -3.5330 -2.5739 0.8101
H: -5.1939 -2.1347 -0.9824
H: -6.5120 -0.0470 -0.9413
H: -6.2318 1.5611 0.8905
H: -4.1906 4.5414 3.9316
H: -5.6186 6.5308 3.7672
H: -7.9766 6.3139 3.0465
H: -8.8956 4.0826 2.5103
H: -7.4753 2.0841 2.6874

Cartesian forces (eV/Å) of the 2 atoms listed first:
1.022 -1.063 -1.841
0.028 -0.043 -0.179

Results
net charge: 0
LUMO level: -0.108 eV
energy relative to the best compared isomer or geometry (same formula, charge and spin): 1.4703 eV

No. 2
C29H33Cl43F4N2O5P | wB97M-V/def2-TZVPD

Element x y z (Å)
C: -2.1991 2.8808 0.3498
C: -1.0750 2.6463 1.0230
C: 0.2399 2.2239 0.4030
C: 0.5828 0.8276 0.9197
C: 0.3189 -0.3224 0.1523
C: -0.3393 -0.0221 -1.1778
O: 0.2678 0.4903 -2.0661
O: -1.6566 -0.3615 -1.2170
C: -2.2805 -0.1031 -2.4287
F: -1.7332 -0.7777 -3.4342
F: -3.5304 -0.5224 -2.2992
F: -2.3163 1.1874 -2.7094
C: 0.6177 -1.6253 0.5911
P: 0.2327 -3.1093 -0.4331
N: -0.6908 -4.0487 0.3818
O: 1.6221 -3.7386 -0.8739
O: -0.5224 -2.7885 -1.8061
C: 1.2006 -1.7591 1.8613
C: 1.6227 -3.0405 2.5757
F: 1.8094 -4.1112 1.7541
C: 0.6320 -3.4519 3.7278
C: 0.0422 -4.8543 3.5727
N: 1.4119 -0.6370 2.5915
Cl: 2.0576 -0.7456 4.1670
C: 1.1420 0.6260 2.1721
C: 1.4197 1.7820 3.0962
C: 0.3309 1.8985 4.2179
O: 0.8881 2.2221 5.4788
H: -2.9754 3.4500 0.8461
H: -2.3566 2.4763 -0.6434
H: -1.1244 2.7485 2.1018
H: 0.1637 2.2585 -0.6771
H: 1.0112 2.9421 0.6735
H: -0.8858 -3.5970 1.2685
H: 1.5427 -4.7013 -0.9506
H: 0.0883 -2.3922 -2.4525
H: 2.5878 -2.8797 3.0608
H: 1.2014 -3.4568 4.6594
H: -0.1291 -2.6826 3.8738
H: -0.5809 -4.9979 2.6971
H: 0.8169 -5.6130 3.6585
H: -0.6070 -5.0099 4.4401
H: 2.4185 1.7122 3.5315
H: 1.4067 2.7250 2.5581
H: -0.4095 2.6533 3.9724
H: -0.1717 0.9207 4.2795
H: 1.7815 1.8713 5.5393
C: 0.9503 4.0520 8.3281
Cl: 2.4710 3.2019 8.6296
Cl: 0.1892 4.5213 9.8456
Cl: 1.2196 5.4590 7.2983
H: 0.2856 3.3763 7.8058
C: -2.7277 -3.5393 -4.6755
Cl: -2.2476 -3.1748 -6.3302
Cl: -4.4789 -3.7290 -4.5527
Cl: -1.8992 -4.9713 -4.0744
H: -2.4409 -2.7075 -4.0543
C: -2.0260 0.6881 -6.8388
Cl: -1.2825 2.2647 -6.5589
Cl: -3.5606 0.8696 -7.6969
Cl: -0.9200 -0.3769 -7.7015
H: -2.2360 0.2390 -5.8769
C: -2.2704 -0.1479 -12.0902
Cl: -0.7626 -1.0582 -11.9571
Cl: -2.9473 0.1655 -10.4893
Cl: -2.0131 1.3606 -12.9665
H: -2.9773 -0.7467 -12.6492
C: 0.5603 6.4266 0.0121
Cl: -0.3088 7.9529 -0.0627
Cl: 1.4570 6.2805 1.5291
Cl: -0.5519 5.0464 -0.1501
H: 1.2711 6.3990 -0.8042
C: 4.0138 0.9963 -2.3832
Cl: 5.4301 1.7791 -3.0677
Cl: 4.3534 -0.6915 -1.9938
Cl: 3.4658 1.8605 -0.9397
H: 3.2174 1.0221 -3.1159
C: 8.9808 1.5899 -1.6313
Cl: 10.4318 2.3394 -2.2925
Cl: 9.2683 -0.1056 -1.2461
Cl: 8.4195 2.4672 -0.2041
H: 8.2036 1.6356 -2.3817
C: -7.8644 -3.3623 -3.1858
Cl: -8.8781 -3.3200 -4.6290
Cl: -8.3111 -2.0625 -2.0763
Cl: -7.9589 -4.9302 -2.3849
H: -6.8391 -3.2052 -3.4906
C: 3.5798 8.8288 7.6387
Cl: 3.7442 10.3346 8.5377
Cl: 2.6169 9.0733 6.1780
Cl: 5.1642 8.1629 7.2364
H: 3.0632 8.1139 8.2660
C: -3.3560 0.1589 3.7507
Cl: -3.2016 1.6887 4.6088
Cl: -4.2626 0.3592 2.2585
Cl: -1.7551 -0.5353 3.3974
H: -3.8872 -0.5369 4.3873
C: 5.7589 -0.0060 5.5151
Cl: 5.9619 0.4092 3.8128
Cl: 4.2547 0.6879 6.1443
Cl: 5.7704 -1.7521 5.7401
H: 6.5831 0.4189 6.0735
C: -7.4026 2.1838 1.2738
Cl: -8.3450 3.6047 1.7099
Cl: -8.2610 1.1935 0.0966
Cl: -5.8144 2.6551 0.6495
H: -7.2481 1.5915 2.1668
C: 9.3896 -3.6476 -3.5676
Cl: 7.6275 -3.5147 -3.5261
Cl: 10.1038 -2.2185 -4.3109
Cl: 10.0329 -3.8980 -1.9432
H: 9.6496 -4.5079 -4.1698
C: -8.3702 -8.3872 -4.7104
Cl: -8.0763 -9.1123 -6.2923
Cl: -8.7969 -6.6831 -4.8671
Cl: -9.6284 -9.2693 -3.8430
H: -7.4558 -8.4537 -4.1355

Cartesian forces (eV/Å) of the 2 atoms listed first:
0.180 -0.783 0.438
-0.525 -0.485 -0.095

Results
net charge: +1
LUMO level: -4.639 eV

No. 3
C33H32GeN4O2OsS6 | wB97M-V/def2-TZVPD

Element x y z (Å)
Os: 0.5197 0.3796 -2.2390
C: -0.7232 4.4562 -1.3755
C: -0.0371 3.1565 -1.6107
N: -0.5596 2.0903 -2.1185
N: -1.8811 2.0270 -2.5022
C: -2.4360 0.8131 -2.6709
N: -3.6940 0.7235 -3.0392
S: -1.5106 -0.6369 -2.4210
C: 1.3710 2.9659 -1.2174
C: 2.1532 3.9614 -0.6670
C: 3.4705 3.6739 -0.3306
C: 3.9665 2.4020 -0.5521
C: 3.1295 1.4406 -1.0929
N: 1.8660 1.7195 -1.4172
H: -1.7749 4.4615 -1.6476
H: -0.2264 5.2484 -1.9380
H: -0.6608 4.7077 -0.3150
H: -2.4026 2.8826 -2.6171
H: -4.2963 1.5243 -3.1573
H: -4.1173 -0.1899 -3.1168
H: 1.7473 4.9489 -0.5010
H: 4.1009 4.4419 0.0969
H: 4.9900 2.1467 -0.3164
H: 3.4678 0.4323 -1.2960
C: -0.7571 -1.3443 -6.1741
S: 0.0631 -2.4644 -5.0118
C: 1.6933 -1.8188 -4.9811
C: 2.0751 -0.5434 -4.7716
S: 1.0619 0.8070 -4.3151
S: 3.7969 -0.2176 -4.7593
C: 4.3146 -1.8951 -4.8812
S: 5.8543 -2.3495 -4.7524
S: 2.9690 -2.9731 -5.1923
H: -1.6243 -1.8819 -6.5535
H: -0.0914 -1.1194 -7.0039
H: -1.0890 -0.4262 -5.6891
O: 1.6118 -1.3882 -1.9345
C: 1.3415 -1.4016 -0.6884
O: 0.6596 -0.3908 -0.2854
C: 1.7928 -2.4698 0.2353
C: 0.8535 -2.7464 1.4142
Ge: -0.3218 -1.3337 2.1408
C: 0.5837 0.3195 2.6625
C: 1.8860 0.6499 2.2918
C: 2.4889 1.8158 2.7465
C: 1.7861 2.6830 3.5731
C: 0.4885 2.3696 3.9528
C: -0.1017 1.1939 3.5087
C: -1.9752 -0.9766 1.1602
C: -2.4223 0.3338 0.9747
C: -3.6541 0.5899 0.3875
C: -4.4493 -0.4649 -0.0485
C: -4.0023 -1.7702 0.0964
C: -2.7747 -2.0206 0.7005
C: -0.8880 -2.1520 3.8313
C: 0.0938 -2.4239 4.7918
C: -0.1891 -3.1520 5.9335
C: -1.4824 -3.6108 6.1583
C: -2.4805 -3.3191 5.2408
C: -2.1838 -2.5900 4.0971
H: 2.7674 -2.1345 0.6101
H: 1.9946 -3.3514 -0.3740
H: 1.4392 -3.0632 2.2760
H: 0.1896 -3.5777 1.1694
H: 2.4577 -0.0186 1.6561
H: 3.5157 2.0367 2.4785
H: 2.2561 3.5851 3.9435
H: -0.0557 3.0290 4.6167
H: -1.1021 0.9434 3.8472
H: -1.8216 1.1608 1.3410
H: -4.0177 1.6094 0.3114
H: -5.4306 -0.2718 -0.4663
H: -4.6232 -2.5965 -0.2265
H: -2.4619 -3.0500 0.8425
H: 1.1044 -2.0464 4.6553
H: 0.5936 -3.3564 6.6521
H: -1.7108 -4.1772 7.0513
H: -3.4940 -3.6566 5.4140
H: -2.9907 -2.3593 3.4089

Cartesian forces (eV/Å) of the 2 atoms listed first:
-0.493 -0.159 -0.595
-0.002 0.011 0.014

Results
net charge: +2
LUMO level: -8.112 eV
energy relative to the best compared isomer or geometry (same formula, charge and spin): 0.0000 eV

Number 1: E_HOMO -7.32 eV, gap between HOMO and LUMO 7.21 eV, E -5120.00963 a.u.. Number 2: E_HOMO -11.90 eV, gap between HOMO and LUMO 7.26 eV, E -22139.27756 a.u.. Number 3: E_HOMO -12.69 eV, gap between HOMO and LUMO 4.58 eV, E -6202.45991 a.u..